# C11H14OS2

2 unconnected molecules or ions with the total composition C11H14OS2 at a distorted geometry (ωB97M-V/def2-TZVPD, the Open Molecules 2025 dataset).

Geometry as XYZ:
```
28
Properties=species:S:1:pos:R:3
C 0.69 -1.37 -3.14
C 0.06 -0.13 -3.11
C 0.87 -2.06 -1.93
C -0.11 0.59 -1.92
C 0.47 -1.42 -0.72
C 0.13 -0.10 -0.81
C 1.97 0.62 2.25
C 1.89 1.64 1.26
C -0.40 0.55 1.22
C -2.45 -1.04 1.07
C -1.90 0.40 1.28
O -0.26 2.73 -0.03
S 0.45 -0.40 2.42
S 0.11 2.22 1.26
H 0.91 -1.70 -4.16
H -0.32 0.30 -4.06
H 0.96 -3.09 -1.88
H -0.29 1.62 -1.63
H 0.43 -1.95 0.26
H 2.81 0.00 1.92
H 2.11 1.18 3.15
H 2.45 2.56 1.54
H 1.98 1.31 0.18
H -1.94 -1.89 1.69
H -2.45 -1.26 0.03
H -3.57 -1.15 1.36
H -2.32 0.94 2.10
H -2.29 0.93 0.41
```

Values from the calculation:
HOMO energy, eV: -8.34
Orbital gap, eV: 8.847
F_max, hartree/bohr: 0.1093
Lowest unoccupied orbital energy, eV: 0.5
Charge: 0
ΔE to the lowest compared entry with this formula, charge and spin, kJ/mol: 249.1
E, hartree: -1299.0062

---

# C11H14OS2

2 unconnected molecules or ions with the total composition C11H14OS2 at a distorted geometry (ωB97M-V/def2-TZVPD, the Open Molecules 2025 dataset).

Geometry as XYZ:
```
28
Properties=species:S:1:pos:R:3
C 3.51 1.61 0.39
C 2.98 1.46 -0.89
C 2.84 1.18 1.52
C 1.67 0.97 -1.00
C 1.49 0.65 1.36
C 0.86 0.65 0.08
C -3.02 0.47 0.92
C -2.85 1.54 -0.10
C -0.58 0.21 -0.10
C 0.36 -2.84 -0.55
C -0.80 -2.08 -1.13
O -2.06 -2.32 -0.88
S -1.40 -0.35 1.35
S -1.64 0.96 -1.28
H 4.47 1.96 0.55
H 3.36 1.74 -1.82
H 3.32 1.11 2.47
H 1.16 0.98 -1.94
H 0.81 0.57 2.31
H -3.50 0.85 1.91
H -3.58 -0.42 0.46
H -3.83 1.82 -0.58
H -2.65 2.57 0.22
H 1.24 -2.46 -0.97
H 0.40 -3.88 -0.88
H 0.48 -2.87 0.65
H -0.63 -1.89 -2.18
H -2.40 -2.21 0.10
```

Values from the calculation:
HOMO energy (spin up / spin down), eV: -6.79 / -6.85
Orbital gap (spin up / spin down), eV: 7.312 / 7.008
F_max, hartree/bohr: 0.0679
Lowest unoccupied orbital energy (spin up / spin down), eV: 0.5 / 0.2
Charge: 0
ΔE to the lowest compared entry with this formula, charge and spin, kJ/mol: 207.7
E, hartree: -1299.0219

---

# C11H14OSe

A single C11H14OSe molecule at a distorted geometry (ωB97M-V/def2-TZVPD, the Open Molecules 2025 dataset).

Geometry as XYZ:
```
27
Properties=species:S:1:pos:R:3
C 2.56 -0.12 -2.23
C 1.49 0.28 -1.14
C 0.14 0.34 -1.90
C -1.06 0.94 -1.05
O -2.14 0.87 -1.85
Se -0.71 2.68 -0.15
C -1.36 2.09 1.74
C -1.65 0.61 1.67
C -2.02 -0.09 2.81
C -1.82 -1.49 2.76
C -1.46 -2.13 1.60
C -1.33 -1.41 0.38
C -1.36 -0.08 0.47
H 2.71 0.69 -2.84
H 2.20 -0.89 -2.88
H 3.45 -0.39 -1.71
H 1.77 1.34 -0.82
H 1.51 -0.48 -0.40
H -0.08 -0.70 -2.14
H 0.22 0.99 -2.95
H -2.75 1.43 -1.44
H -2.07 2.70 2.26
H -0.40 2.34 2.20
H -2.18 0.26 3.82
H -2.05 -2.02 3.64
H -1.17 -3.24 1.60
H -0.97 -1.96 -0.42
```

Values from the calculation:
HOMO energy, eV: -8.59
Orbital gap, eV: 9.308
Structure (SMILES): CCC[C@]1(O)[Se]Cc2ccccc21
F_max, hartree/bohr: 0.0909
Lowest unoccupied orbital energy, eV: 0.7
Charge: 0
ΔE to the lowest compared entry with this formula, charge and spin, kJ/mol: 201.8
E, hartree: -2904.1335